Here is a cluster of 15 separate species, C90H200N10O15 in total from OMol25. Energies are from ωB97M-V/def2-TZVPD.

Bonds (Å) are listed after each position.
Positions of all 315 atoms, in Å:
1 C 6.183 1.172 2.749  C2 1.580, H12 1.115, H13 1.109, H14 1.085
2 C 6.430 -0.248 3.397  C1 1.580, C3 1.550, N7 1.481, C11 1.527
3 C 6.757 -0.202 4.911  C2 1.550, C4 1.514, H15 1.119, H16 1.131
4 C 5.527 0.076 5.749  C3 1.514, C5 1.605, H17 1.100, H18 1.074
5 C 4.460 -1.100 5.514  C4 1.605, C6 1.549, H19 1.087, H20 1.111
6 C 4.020 -1.070 4.029  C5 1.549, N7 1.549, C9 1.589, C10 1.533
7 N 5.303 -1.180 3.169  C2 1.481, C6 1.549, O8 1.412
8 O 4.971 -0.999 1.809  N7 1.412, H30 0.971
9 C 3.231 -2.420 3.744  C6 1.589, H21 1.078, H22 1.074, H23 1.044
10 C 3.205 0.188 3.706  C6 1.533, H24 1.109, H25 1.103, H26 1.082
11 C 7.578 -0.851 2.591  C2 1.527, H27 1.100, H28 1.097, H29 1.075
12 H 7.157 1.684 2.571  C1 1.115
13 H 5.688 1.722 3.575  C1 1.109
14 H 5.600 1.160 1.834  C1 1.085
15 H 7.259 -1.182 5.110  C3 1.119
16 H 7.456 0.685 4.989  C3 1.131
17 H 5.120 1.061 5.473  C4 1.100
18 H 5.826 0.227 6.769  C4 1.074
19 H 3.616 -1.102 6.199  C5 1.087
20 H 4.868 -2.125 5.650  C5 1.111
21 H 2.256 -2.418 4.202  C9 1.078
22 H 3.004 -2.424 2.695  C9 1.074
23 H 3.881 -3.130 4.149  C9 1.044
24 H 2.294 0.180 4.339  C10 1.109
25 H 3.773 1.077 4.027  C10 1.103
26 H 2.946 0.211 2.656  C10 1.082
27 H 8.554 -0.427 2.871  C11 1.100
28 H 7.440 -0.562 1.542  C11 1.097
29 H 7.693 -1.913 2.716  C11 1.075
30 H 4.804 -1.897 1.482  O8 0.971
31 C -2.722 -5.808 -5.219  C32 1.612, H42 1.103, H43 1.082, H44 1.070
32 C -1.166 -5.615 -5.594  C31 1.612, C33 1.516, N37 1.488, C41 1.502
33 C -0.995 -4.117 -5.753  C32 1.516, C34 1.565, H45 1.095, H46 1.068
34 C 0.499 -3.656 -5.829  C33 1.565, C35 1.521, H47 1.084, H48 1.138
35 C 1.169 -4.059 -4.525  C34 1.521, C36 1.575, H49 1.137, H50 1.108
36 C 0.990 -5.587 -4.188  C35 1.575, N37 1.514, C39 1.511, C40 1.530
37 N -0.472 -5.953 -4.322  C32 1.488, C36 1.514, O38 1.448
38 O -0.507 -7.394 -4.191  N37 1.448, H60 0.956
39 C 1.903 -6.462 -5.016  C36 1.511, H51 1.087, H52 1.107, H53 1.094
40 C 1.289 -5.868 -2.714  C36 1.530, H54 1.095, H55 1.099, H56 1.132
41 C -0.833 -6.467 -6.785  C32 1.502, H57 1.049, H58 1.079, H59 1.086
42 H -3.332 -5.582 -6.110  C31 1.103
43 H -3.021 -5.213 -4.365  C31 1.082
44 H -2.922 -6.817 -4.925  C31 1.070
45 H -1.636 -3.837 -6.596  C33 1.095
46 H -1.510 -3.683 -4.925  C33 1.068
47 H 0.531 -2.596 -6.056  C34 1.084
48 H 0.999 -4.168 -6.714  C34 1.138
49 H 0.851 -3.479 -3.600  C35 1.137
50 H 2.255 -3.862 -4.616  C35 1.108
51 H 2.914 -6.465 -4.615  C39 1.087
52 H 1.517 -7.495 -5.117  C39 1.107
53 H 1.802 -6.030 -6.016  C39 1.094
54 H 2.321 -5.620 -2.446  C40 1.095
55 H 0.595 -5.243 -2.136  C40 1.099
56 H 1.175 -6.963 -2.450  C40 1.132
57 H -1.119 -7.457 -6.588  C41 1.049
58 H 0.234 -6.433 -6.946  C41 1.079
59 H -1.408 -6.088 -7.624  C41 1.086
60 H -0.857 -7.488 -3.307  O38 0.956
61 C 3.729 -0.816 -5.733  C62 1.533, H72 1.092, H73 1.094, H74 1.078
62 C 3.724 -0.062 -7.068  C61 1.533, C63 1.503, N67 1.488, C71 1.566
63 C 2.504 0.788 -7.290  C62 1.503, C64 1.522, H75 1.076, H76 1.077
64 C 2.492 2.114 -6.542  C63 1.522, C65 1.546, H77 1.101, H78 1.073
65 C 3.676 2.931 -7.110  C64 1.546, C66 1.533, H79 1.082, H80 1.098
66 C 4.969 2.261 -6.627  C65 1.533, N67 1.515, C69 1.556, C70 1.497
67 N 4.858 0.884 -7.249  C62 1.488, C66 1.515, O68 1.448
68 O 6.063 0.123 -7.000  N67 1.448, H90 0.948
69 C 6.310 2.790 -7.214  C66 1.556, H81 1.072, H82 1.062, H83 1.081
70 C 5.186 2.173 -5.149  C66 1.497, H84 1.083, H85 1.065, H86 1.063
71 C 3.868 -1.091 -8.239  C62 1.566, H87 1.119, H88 1.073, H89 1.096
72 H 4.703 -1.255 -5.508  C61 1.092
73 H 2.947 -1.580 -5.683  C61 1.094
74 H 3.481 -0.105 -4.961  C61 1.078
75 H 2.466 0.969 -8.349  C63 1.076
76 H 1.635 0.173 -7.128  C63 1.077
77 H 2.468 2.020 -5.446  C64 1.101
78 H 1.609 2.699 -6.718  C64 1.073
79 H 3.624 3.915 -6.663  C65 1.082
80 H 3.656 3.003 -8.206  C65 1.098
81 H 6.357 2.762 -8.284  C69 1.072
82 H 6.359 3.825 -6.985  C69 1.062
83 H 7.094 2.200 -6.761  C69 1.081
84 H 5.996 1.494 -4.909  C70 1.083
85 H 5.396 3.178 -4.866  C70 1.065
86 H 4.366 1.755 -4.618  C70 1.063
87 H 2.930 -1.701 -8.237  C71 1.119
88 H 4.721 -1.723 -8.088  C71 1.073
89 H 4.041 -0.615 -9.212  C71 1.096
90 H 6.719 0.336 -7.650  O68 0.948
91 C -4.585 -2.717 0.608  C92 1.477, H102 1.071, H103 1.082, H104 1.129
92 C -5.231 -1.962 1.701  C91 1.477, C93 1.532, N97 1.520, C101 1.549
93 C -4.194 -1.075 2.398  C92 1.532, C94 1.462, H105 1.052, H106 1.114
94 C -4.767 -0.230 3.444  C93 1.462, C95 1.542, H107 1.091, H108 1.091
95 C -5.885 0.641 2.835  C94 1.542, C96 1.552, H109 1.118, H110 1.079
96 C -6.975 -0.056 1.978  C95 1.552, N97 1.452, C99 1.512, C100 1.512
97 N -6.251 -0.988 1.133  C92 1.520, C96 1.452, O98 1.425
98 O -7.141 -1.632 0.225  N97 1.425, H120 0.958
99 C -8.038 -0.645 2.878  C96 1.512, H111 1.091, H112 1.052, H113 1.116
100 C -7.627 1.023 1.143  C96 1.512, H114 1.096, H115 1.107, H116 1.064
101 C -5.817 -3.083 2.595  C92 1.549, H117 1.067, H118 1.084, H119 1.113
102 H -4.134 -2.087 -0.131  C91 1.071
103 H -5.217 -3.397 0.053  C91 1.082
104 H -3.730 -3.385 0.922  C91 1.129
105 H -3.506 -1.757 2.811  C93 1.052
106 H -3.636 -0.440 1.673  C93 1.114
107 H -3.986 0.411 3.854  C94 1.091
108 H -5.067 -0.825 4.308  C94 1.091
109 H -5.466 1.475 2.220  C95 1.118
110 H -6.426 1.150 3.617  C95 1.079
111 H -7.539 -0.974 3.791  C99 1.091
112 H -8.804 0.029 3.134  C99 1.052
113 H -8.457 -1.553 2.382  C99 1.116
114 H -6.956 1.615 0.511  C100 1.096
115 H -8.472 0.627 0.546  C100 1.107
116 H -8.055 1.725 1.819  C100 1.064
117 H -6.113 -3.878 1.948  C101 1.067
118 H -6.607 -2.705 3.233  C101 1.084
119 H -5.011 -3.597 3.164  C101 1.113
120 H -7.785 -2.175 0.681  O98 0.958
121 C 1.057 4.687 7.171  C122 1.521, H132 1.073, H133 1.114, H134 1.092
122 C 1.982 5.235 6.095  C121 1.521, C123 1.526, N127 1.475, C131 1.547
123 C 3.394 4.707 6.334  C122 1.526, C124 1.557, H135 1.129, H136 1.117
124 C 4.298 5.043 5.111  C123 1.557, C125 1.580, H137 1.103, H138 1.102
125 C 3.606 4.397 3.845  C124 1.580, C126 1.511, H139 1.141, H140 1.109
126 C 2.222 4.886 3.485  C125 1.511, N127 1.502, C129 1.516, C130 1.556
127 N 1.473 4.790 4.784  C122 1.475, C126 1.502, O128 1.477
128 O 0.016 5.003 4.663  N127 1.477, H150 0.968
129 C 2.191 6.335 3.042  C126 1.516, H141 1.084, H142 1.097, H143 1.090
130 C 1.594 3.944 2.417  C126 1.556, H144 1.079, H145 1.130, H146 1.123
131 C 1.972 6.777 6.220  C122 1.547, H147 1.057, H148 1.128, H149 1.111
132 H 0.937 3.629 7.043  C121 1.073
133 H 0.050 5.150 7.059  C121 1.114
134 H 1.490 4.955 8.137  C121 1.092
135 H 3.718 5.185 7.305  C123 1.129
136 H 3.374 3.594 6.428  C123 1.117
137 H 5.299 4.587 5.030  C124 1.103
138 H 4.425 6.131 4.988  C124 1.102
139 H 3.439 3.302 4.116  C125 1.141
140 H 4.283 4.464 2.969  C125 1.109
141 H 2.754 6.929 3.752  C129 1.084
142 H 2.550 6.335 2.006  C129 1.097
143 H 1.177 6.731 3.093  C129 1.090
144 H 0.579 4.134 2.102  C130 1.079
145 H 2.247 3.906 1.496  C130 1.130
146 H 1.528 2.883 2.779  C130 1.123
147 H 1.895 7.042 7.240  C131 1.057
148 H 1.125 7.175 5.589  C131 1.128
149 H 2.941 7.155 5.830  C131 1.111
150 H -0.045 5.961 4.530  O128 0.968
151 C -5.376 2.310 -5.642  C152 1.494, H162 1.111, H163 1.112, H164 1.109
152 C -3.966 2.054 -6.065  C151 1.494, C153 1.500, N157 1.416, C161 1.510
153 C -3.082 3.122 -5.492  C152 1.500, C154 1.607, H165 1.150, H166 1.107
154 C -1.551 2.793 -5.851  C153 1.607, C155 1.568, H167 1.056, H168 1.054
155 C -1.203 1.434 -5.151  C154 1.568, C156 1.555, H169 1.104, H170 1.073
156 C -2.147 0.277 -5.583  C155 1.555, N157 1.548, C159 1.515, C160 1.554
157 N -3.582 0.840 -5.446  C152 1.416, C156 1.548, O158 1.469
158 O -4.587 -0.180 -5.779  N157 1.469, H180 0.980
159 C -1.829 -0.345 -6.928  C156 1.515, H171 1.094, H172 1.101, H173 1.069
160 C -2.136 -0.822 -4.484  C156 1.554, H174 1.109, H175 1.106, H176 1.097
161 C -3.856 2.112 -7.570  C152 1.510, H177 1.100, H178 1.098, H179 1.108
162 H -5.778 3.254 -6.070  C151 1.111
163 H -5.470 2.347 -4.535  C151 1.112
164 H -6.165 1.571 -5.887  C151 1.109
165 H -3.507 4.133 -5.838  C153 1.150
166 H -3.238 3.052 -4.398  C153 1.107
167 H -0.866 3.553 -5.590  C154 1.056
168 H -1.401 2.643 -6.883  C154 1.054
169 H -1.123 1.605 -4.062  C155 1.104
170 H -0.277 1.065 -5.549  C155 1.073
171 H -2.484 -1.214 -7.042  C159 1.094
172 H -1.872 0.292 -7.825  C159 1.101
173 H -0.839 -0.702 -6.743  C159 1.069
174 H -2.760 -0.594 -3.597  C160 1.109
175 H -2.477 -1.759 -4.961  C160 1.106
176 H -1.143 -0.922 -4.029  C160 1.097
177 H -4.593 1.387 -7.944  C161 1.100
178 H -2.904 1.864 -8.057  C161 1.098
179 H -4.166 3.141 -7.840  C161 1.108
180 H -4.281 -0.632 -6.592  O158 0.980
181 C -0.324 -9.194 2.771  C182 1.507, H192 1.065, H193 1.103, H194 1.081
182 C -1.085 -7.957 2.369  C181 1.507, C183 1.549, N187 1.420, C191 1.491
183 C -1.984 -7.477 3.535  C182 1.549, C184 1.540, H195 1.109, H196 1.092
184 C -2.570 -6.069 3.326  C183 1.540, C185 1.527, H197 1.098, H198 1.100
185 C -1.416 -5.087 3.142  C184 1.527, C186 1.537, H199 1.138, H200 1.109
186 C -0.511 -5.546 1.988  C185 1.537, N187 1.485, C189 1.550, C190 1.580
187 N -0.100 -6.968 2.112  C182 1.420, C186 1.485, O188 1.447
188 O 0.740 -7.390 1.012  N187 1.447, H210 0.952
189 C -1.032 -5.221 0.565  C186 1.550, H201 1.051, H202 1.090, H203 1.103
190 C 0.831 -4.728 2.157  C186 1.580, H204 1.096, H205 1.104, H206 1.068
191 C -1.928 -8.264 1.178  C182 1.491, H207 1.111, H208 1.101, H209 1.078
192 H 0.015 -9.705 1.899  C181 1.065
193 H -1.015 -9.881 3.287  C181 1.103
194 H 0.538 -9.002 3.395  C181 1.081
195 H -2.768 -8.221 3.782  C183 1.109
196 H -1.368 -7.453 4.436  C183 1.092
197 H -3.216 -5.772 4.164  C184 1.098
198 H -3.160 -5.979 2.402  C184 1.100
199 H -0.867 -5.075 4.139  C185 1.138
200 H -1.801 -4.072 2.914  C185 1.109
201 H -1.314 -4.209 0.565  C189 1.051
202 H -0.299 -5.398 -0.222  C189 1.090
203 H -1.915 -5.852 0.367  C189 1.103
204 H 1.310 -4.940 3.120  C190 1.096
205 H 1.551 -4.991 1.363  C190 1.104
206 H 0.561 -3.697 2.080  C190 1.068
207 H -1.367 -8.337 0.222  C191 1.111
208 H -2.738 -7.529 1.052  C191 1.101
209 H -2.391 -9.232 1.283  C191 1.078
210 H 0.185 -7.309 0.244  O188 0.952
211 C -0.497 -1.429 4.987  C212 1.511, H222 1.084, H223 1.073, H224 1.073
212 C -1.202 -1.731 6.289  C211 1.511, C213 1.527, N217 1.445, C221 1.490
213 C -0.274 -2.686 7.037  C212 1.527, C214 1.540, H225 1.091, H226 1.132
214 C -0.549 -2.937 8.531  C213 1.540, C215 1.533, H227 1.113, H228 1.129
215 C -0.478 -1.583 9.247  C214 1.533, C216 1.528, H229 1.113, H230 1.094
216 C -1.448 -0.595 8.600  C215 1.528, N217 1.475, C219 1.506, C220 1.559
217 N -1.192 -0.568 7.147  C212 1.445, C216 1.475, O218 1.491
218 O -2.030 0.517 6.562  N217 1.491, H240 0.975
219 C -2.895 -0.920 8.860  C216 1.506, H231 1.085, H232 1.080, H233 1.085
220 C -1.227 0.842 9.164  C216 1.559, H234 1.085, H235 1.092, H236 1.059
221 C -2.561 -2.272 6.004  C212 1.490, H237 1.077, H238 1.085, H239 1.109
222 H 0.491 -1.019 5.167  C211 1.084
223 H -1.080 -0.687 4.477  C211 1.073
224 H -0.411 -2.290 4.352  C211 1.073
225 H -0.290 -3.631 6.491  C213 1.091
226 H 0.794 -2.347 6.874  C213 1.132
227 H 0.205 -3.621 8.979  C214 1.113
228 H -1.588 -3.341 8.707  C214 1.129
229 H 0.537 -1.156 9.082  C215 1.113
230 H -0.613 -1.567 10.332  C215 1.094
231 H -3.596 -0.202 8.446  C219 1.085
232 H -3.281 -1.878 8.542  C219 1.080
233 H -2.981 -0.989 9.939  C219 1.085
234 H -0.239 1.212 8.912  C220 1.085
235 H -2.005 1.493 8.761  C220 1.092
236 H -1.355 0.724 10.208  C220 1.059
237 H -2.507 -3.092 5.307  C221 1.077
238 H -3.267 -1.512 5.687  C221 1.085
239 H -3.075 -2.711 6.883  C221 1.109
240 H -1.387 1.225 6.376  O218 0.975
241 C -1.247 0.189 -0.894  C242 1.533, H252 1.097, H253 1.122, H254 1.125
242 C -0.138 -0.090 0.126  C241 1.533, C243 1.556, N247 1.484, C251 1.527
243 C 0.141 -1.618 0.208  C242 1.556, C244 1.556, H255 1.101, H256 1.102
244 C 0.867 -2.165 -1.055  C243 1.556, C245 1.497, H257 1.123, H258 1.111
245 C 2.096 -1.344 -1.297  C244 1.497, C246 1.552, H259 1.116, H260 1.090
246 C 1.920 0.198 -1.317  C245 1.552, N247 1.440, C249 1.512, C250 1.582
247 N 1.172 0.554 -0.139  C242 1.484, C246 1.440, O248 1.429
248 O 0.827 1.938 -0.223  N247 1.429, H270 0.984
249 C 3.284 0.805 -1.076  C246 1.512, H261 1.091, H262 1.140, H263 1.033
250 C 1.352 0.768 -2.680  C246 1.582, H264 1.110, H265 1.052, H266 1.125
251 C -0.677 0.347 1.486  C242 1.527, H267 1.096, H268 1.087, H269 1.115
252 H -2.198 -0.080 -0.418  C241 1.097
253 H -1.008 -0.463 -1.776  C241 1.122
254 H -1.243 1.253 -1.261  C241 1.125
255 H 0.716 -1.809 1.127  C243 1.101
256 H -0.846 -2.092 0.336  C243 1.102
257 H 0.151 -2.102 -1.918  C244 1.123
258 H 1.164 -3.220 -0.881  C244 1.111
259 H 2.723 -1.519 -2.203  C245 1.116
260 H 2.668 -1.569 -0.397  C245 1.090
261 H 4.040 0.475 -1.790  C249 1.091
262 H 3.337 1.936 -1.206  C249 1.140
263 H 3.678 0.697 -0.127  C249 1.033
264 H 1.105 1.839 -2.527  C250 1.110
265 H 2.110 0.633 -3.397  C250 1.052
266 H 0.563 0.188 -3.232  C250 1.125
267 H -1.250 -0.474 1.934  C251 1.096
268 H -1.357 1.191 1.407  C251 1.087
269 H 0.048 0.699 2.257  C251 1.115
270 H 1.429 2.359 0.432  O248 0.984
271 C -0.875 6.301 -4.730  C272 1.567, H282 1.056, H283 1.117, H284 1.056
272 C -1.176 6.405 -3.196  C271 1.567, C273 1.552, N277 1.505, C281 1.521
273 C -1.363 4.981 -2.609  C272 1.552, C274 1.499, H285 1.123, H286 1.120
274 C -0.084 4.209 -2.481  C273 1.499, C275 1.565, H287 1.087, H288 1.093
275 C 0.948 4.985 -1.596  C274 1.565, C276 1.552, H289 1.150, H290 1.111
276 C 1.185 6.442 -2.077  C275 1.552, N277 1.475, C279 1.535, C280 1.492
277 N -0.124 7.064 -2.344  C272 1.505, C276 1.475, O278 1.427
278 O -0.042 8.434 -2.736  N277 1.427, H300 0.992
279 C 1.972 7.342 -1.114  C276 1.535, H291 1.116, H292 1.073, H293 1.083
280 C 2.033 6.332 -3.301  C276 1.492, H294 1.106, H295 1.067, H296 1.073
281 C -2.466 7.183 -2.979  C272 1.521, H297 1.086, H298 1.094, H299 1.087
282 H -1.701 5.918 -5.264  C271 1.056
283 H 0.035 5.666 -4.858  C271 1.117
284 H -0.589 7.232 -5.137  C271 1.056
285 H -1.798 5.081 -1.579  C273 1.123
286 H -2.153 4.470 -3.216  C273 1.120
287 H 0.361 3.969 -3.442  C274 1.087
288 H -0.345 3.255 -2.014  C274 1.093
289 H 1.943 4.414 -1.523  C275 1.150
290 H 0.498 5.115 -0.588  C275 1.111
291 H 2.710 6.685 -0.595  C279 1.116
292 H 2.524 8.147 -1.560  C279 1.073
293 H 1.389 7.720 -0.283  C279 1.083
294 H 2.023 7.357 -3.716  C280 1.106
295 H 3.071 6.123 -3.170  C280 1.067
296 H 1.558 5.631 -3.960  C280 1.073
297 H -2.513 8.016 -3.674  C281 1.086
298 H -2.497 7.571 -1.957  C281 1.094
299 H -3.270 6.473 -3.156  C281 1.087
300 H 0.606 8.491 -3.486  O278 0.992
301 O -1.454 3.678 0.562  H302 0.967, H303 0.958
302 H -2.322 3.385 0.253  O301 0.967
303 H -0.794 3.076 0.216  O301 0.958
304 O -4.664 0.584 -0.468  H305 0.952, H306 1.000
305 H -5.130 0.728 -1.285  O304 0.952
306 H -5.323 0.096 0.104  O304 1.000
307 O 0.335 2.044 4.609  H308 1.008, H309 1.013
308 H -0.532 2.285 4.157  O307 1.008
309 H 0.683 2.978 4.788  O307 1.013
310 O -4.548 3.491 0.234  H311 0.961, H312 0.949
311 H -4.137 4.131 -0.354  O310 0.961
312 H -4.545 2.629 -0.163  O310 0.949
313 O -2.294 3.399 3.246  H314 0.985, H315 0.984
314 H -1.919 3.713 2.391  O313 0.985
315 H -2.035 4.157 3.819  O313 0.984

Properties
E_LUMO, eV: 0.425
Maximum force, eV/A: 3.9
E_HOMO, eV: -8.07
Energy relative to the best compared isomer or geometry (same formula, charge and spin), kcal/mol: 2.66